No. 1
Here is a cluster of 9 separate species, C26H59BO16 in total from the OMol25 dataset. Energies are from the ωB97M-V functional and the def2-TZVPD basis.

The geometry in XYZ format:
```
102
C26H59BO16 the ωB97M-V functional and the def2-TZVPD basis
C 2.651 4.268 0.731
C 2.218 2.711 0.508
O 3.388 1.854 0.384
B 3.310 0.974 -0.744
O 4.529 0.847 -1.539
C 1.951 0.111 -1.101
C 1.544 -1.099 -0.481
C 2.213 -1.985 0.654
C 3.503 -2.697 0.021
O 3.911 -2.334 -1.117
O 4.259 -3.728 0.654
C 3.458 -4.478 1.586
C 2.568 -5.681 1.026
O 3.473 -4.121 2.796
C 0.159 -1.406 -1.205
O -0.577 -2.290 -0.700
O -0.035 -0.591 -2.350
C 0.856 0.537 -2.174
O 0.701 1.580 -2.831
H 2.797 4.688 -0.328
H 3.571 4.374 1.406
H 1.742 4.767 1.216
H 1.521 2.714 -0.396
H 1.676 2.377 1.475
H 4.370 1.384 -2.357
H 2.405 -1.445 1.638
H 1.452 -2.825 0.894
H 2.641 -6.588 1.713
H 1.459 -5.352 0.997
H 2.829 -5.961 -0.057
C -3.431 1.640 -4.571
C -2.867 3.045 -4.504
O -2.416 3.332 -3.185
H -4.262 1.526 -3.870
H -3.785 1.410 -5.578
H -2.672 0.904 -4.288
H -3.634 3.777 -4.766
H -2.026 3.162 -5.196
H -1.732 2.685 -2.965
C -4.133 -1.378 -2.254
C -5.124 -0.411 -1.636
O -6.318 -0.368 -2.410
H -3.893 -1.079 -3.278
H -3.209 -1.415 -1.672
H -4.557 -2.385 -2.307
H -4.706 0.597 -1.606
H -5.377 -0.711 -0.614
H -6.687 -1.261 -2.425
C -1.656 -4.513 -3.242
C -1.317 -5.979 -3.064
O -2.260 -6.601 -2.198
H -1.658 -3.999 -2.278
H -0.935 -4.023 -3.902
H -2.658 -4.396 -3.668
H -0.326 -6.091 -2.619
H -1.325 -6.503 -4.026
H -3.133 -6.506 -2.602
C -1.339 0.553 3.419
C -0.630 -0.705 2.958
O 0.766 -0.459 2.815
H -1.183 1.365 2.704
H -2.411 0.379 3.527
H -0.940 0.892 4.379
H -1.017 -1.028 1.988
H -0.773 -1.519 3.675
H 1.103 -0.182 3.678
C -4.111 4.920 -8.444
C -3.768 3.454 -8.267
O -4.703 2.832 -7.395
H -4.107 5.434 -7.479
H -3.396 5.412 -9.108
H -5.115 5.035 -8.862
H -2.773 3.345 -7.829
H -3.781 2.931 -9.229
H -5.579 2.925 -7.792
C 6.768 5.995 4.013
C 5.662 5.087 3.511
O 4.883 5.759 2.527
H 6.349 6.909 4.441
H 7.370 5.492 4.774
H 7.422 6.298 3.191
H 4.999 4.804 4.331
H 6.076 4.175 3.070
H 5.475 5.999 1.801
C -5.033 3.517 5.506
C -4.318 2.262 5.046
O -2.924 2.513 4.907
H -4.878 4.330 4.792
H -6.106 3.339 5.611
H -4.637 3.857 6.467
H -4.701 1.938 4.075
H -4.460 1.447 5.763
H -2.591 2.790 5.771
C 5.119 -5.689 6.135
C 5.059 -6.987 5.356
O 3.759 -7.171 4.812
H 4.382 -5.691 6.942
H 6.112 -5.536 6.564
H 4.880 -4.839 5.488
H 5.276 -7.835 6.010
H 5.786 -6.987 4.538
H 3.579 -6.419 4.228
```

Computed properties:
SMILES: CCOB(O)C1=C(CC(=O)OC(C)=O)C(=O)OC1=O.CCO.CCO.CCO.CCO.CCO.CCO.CCO.CCO
Orbital gap in eV: 8.53
Net charge: 0

Here are the Löwdin charges for atoms 1 to 99, given in e: C -0.06; C -0.22; O 0.02; B -0.42; O 0.09; C 0.10; C 0.00; C 0.01; C -0.30; O 0.09; O 0.06; C -0.37; C 0.02; O 0.07; C -0.28; O 0.08; O 0.09; C -0.27; O 0.12; H 0.09; H 0.06; H 0.09; H 0.12; H 0.13; H 0.12; H 0.13; H 0.14; H 0.09; H 0.11; H 0.10; C -0.08; C -0.32; O -0.09; H 0.07; H 0.06; H 0.07; H 0.11; H 0.11; H 0.06; C -0.09; C -0.33; O -0.09; H 0.07; H 0.06; H 0.07; H 0.11; H 0.11; H 0.08; C -0.09; C -0.33; O -0.09; H 0.06; H 0.08; H 0.07; H 0.11; H 0.11; H 0.08; C -0.10; C -0.30; O -0.11; H 0.08; H 0.07; H 0.07; H 0.11; H 0.11; H 0.09; C -0.09; C -0.32; O -0.10; H 0.08; H 0.07; H 0.07; H 0.11; H 0.11; H 0.09; C -0.10; C -0.32; O -0.11; H 0.08; H 0.07; H 0.07; H 0.11; H 0.11; H 0.09; C -0.09; C -0.32; O -0.11; H 0.08; H 0.07; H 0.07; H 0.11; H 0.11; H 0.09; C -0.09; C -0.32; O -0.09; H 0.08; H 0.07; H 0.07



No. 2
Here is a structure of composition C16H16AsF6NO10S from the OMol25 dataset. Energies are from the ωB97M-V functional and the def2-TZVPD basis.

The geometry in XYZ format:
```
51
C16H16AsF6NO10S the ωB97M-V functional and the def2-TZVPD basis
N 13.879 8.547 -9.298
H 14.327 9.448 -9.215
H 12.967 8.699 -9.704
H 13.717 8.172 -8.374
H 14.534 7.986 -9.824
C 11.231 9.279 -15.905
C 11.749 9.640 -14.699
C 12.900 10.640 -14.695
O 13.496 11.033 -13.634
C 13.576 11.007 -15.845
C 13.120 10.479 -17.129
C 11.622 9.809 -17.135
O 10.970 9.660 -18.212
O 13.719 10.746 -18.207
O 11.310 8.947 -13.654
H 10.425 8.560 -15.911
H 14.437 11.656 -15.785
C 16.446 5.953 -13.746
C 16.652 5.987 -15.114
C 15.818 5.293 -16.192
O 15.975 5.574 -17.437
C 14.740 4.568 -15.765
C 14.438 4.414 -14.346
C 15.336 5.129 -13.283
O 15.267 4.907 -12.036
O 13.381 3.782 -14.008
O 17.575 6.868 -15.434
H 16.973 6.527 -12.998
H 14.018 4.211 -16.485
As 13.554 6.407 -4.604
F 14.537 6.896 -3.140
F 13.726 4.700 -4.062
F 12.554 5.810 -6.033
F 13.489 8.101 -5.168
F 15.066 6.278 -5.695
F 12.135 6.576 -3.591
C 14.649 15.280 -6.487
C 14.845 14.350 -5.293
C 16.262 13.815 -5.206
S 16.715 13.660 -7.040
O 16.534 12.320 -7.554
O 18.008 14.243 -7.330
C 15.305 14.655 -7.784
H 15.025 16.288 -6.313
H 13.565 15.328 -6.587
H 14.103 13.553 -5.333
H 14.659 14.881 -4.359
H 16.300 12.880 -4.646
H 16.869 14.619 -4.790
H 14.646 13.865 -8.143
H 15.632 15.310 -8.592
```

Computed properties:
Orbital gap in eV: 1.16
Net charge: -4

What are the Löwdin partial charges on each atom? They are as follows, in elementary charge units: N 0.36; H 0.15; H 0.16; H 0.14; H 0.16; C -0.08; C -0.37; C -0.42; O -0.16; C -0.05; C -0.33; C -0.36; O -0.11; O -0.10; O -0.18; H 0.09; H 0.08; C -0.06; C -0.37; C -0.43; O -0.12; C -0.05; C -0.35; C -0.37; O -0.14; O -0.11; O -0.16; H 0.07; H 0.08; As 0.93; F -0.33; F -0.31; F -0.32; F -0.32; F -0.34; F -0.29; C -0.22; C -0.27; C -0.19; S 0.69; O -0.34; O -0.35; C -0.16; H 0.10; H 0.11; H 0.12; H 0.11; H 0.11; H 0.09; H 0.09; H 0.10



Asked for E_tot across the records above, the calculation gives -61351.949; -126787.313 eV in order.